A:
19
Properties=species:S:1:pos:R:3:mulliken_charge:R:1 method="wB97M-V/def2-TZVPD" gap_ev=9.32 spin_multiplicity=1 e_lumo_ha=0.033 smiles=CNC.CSC
C -1.460 -2.087 0.449 -0.744
N -0.080 -2.384 0.136 -0.366
C 0.807 -1.516 0.959 -0.823
H -1.612 -1.976 1.527 0.297
H -1.815 -1.097 0.084 0.209
H -2.136 -2.799 -0.018 0.322
H 0.135 -2.243 -0.842 0.249
H 0.634 -1.864 1.993 0.363
H 0.353 -0.512 0.993 0.188
H 1.828 -1.745 0.682 0.320
C 0.017 2.716 0.438 -0.810
S -0.817 1.749 -0.829 -0.054
C 0.646 1.296 -1.804 -0.840
H -0.765 3.268 0.998 0.300
H 0.810 3.321 0.025 0.288
H 0.434 2.094 1.257 0.235
H 1.236 0.491 -1.366 0.227
H 0.369 1.204 -2.850 0.329
H 1.417 2.084 -1.831 0.310

B:
19
Properties=species:S:1:pos:R:3:mulliken_charge:R:1 method="wB97M-V/def2-TZVPD" gap_ev=9.52 spin_multiplicity=1 e_lumo_ha=0.033 smiles=CCN.CSC
C 1.335 -1.773 -1.813 -0.802
C 2.042 -1.898 -0.448 -0.231
N 2.633 -0.632 -0.119 -0.584
H 0.708 -0.813 -1.827 0.112
H 0.548 -2.503 -1.783 0.317
H 2.011 -1.863 -2.657 0.294
H 2.872 -2.694 -0.498 0.276
H 1.361 -2.181 0.291 0.234
H 1.966 0.079 0.045 0.176
H 3.303 -0.492 0.640 0.214
C -2.091 -0.061 1.159 -0.966
S -0.967 1.312 0.957 -0.084
C -1.755 1.914 -0.556 -0.778
H -2.980 0.142 1.737 0.368
H -2.566 -0.542 0.297 0.312
H -1.534 -0.808 1.677 0.320
H -1.588 1.119 -1.232 0.243
H -1.356 2.924 -0.780 0.300
H -2.887 1.969 -0.447 0.281

Most stable: B (next structure +1.7 kcal/mol)

A:
106
Properties=species:S:1:pos:R:3:mulliken_charge:R:1 method="wB97M-V/def2-TZVPD" gap_ev="6.98 / 6.98" spin_multiplicity=1 e_lumo_ha="-0.003 / -0.003"
Ti 0.132 -1.470 -0.983 0.619
F 0.779 -1.107 -5.353 -0.205
C -0.505 -1.316 -5.018 0.153
F -0.991 -2.276 -5.799 -0.213
F -1.176 -0.186 -5.263 -0.200
S -0.678 -1.741 -3.210 1.595
O 0.071 -0.508 -2.713 0.409
O -2.122 -1.830 -3.154 -0.834
N 0.200 -3.111 -3.429 -0.808
S 0.362 -4.100 -2.243 1.253
O 0.682 -3.389 -0.950 -0.373
O 1.214 -5.198 -2.544 -0.677
C -1.306 -4.868 -1.877 0.580
F -1.942 -4.212 -0.916 -0.094
F -1.097 -6.118 -1.473 -0.230
F -2.047 -4.872 -2.972 -0.228
C 0.156 1.664 1.055 -0.394
C 0.930 1.000 2.203 -0.767
C 1.016 -0.528 2.126 0.227
Sb 2.498 -1.886 1.168 0.843
C 3.932 -1.191 2.613 0.079
C 4.316 0.149 2.691 0.160
C 5.081 0.610 3.753 -0.955
C 5.475 -0.266 4.758 -0.580
C 5.106 -1.600 4.691 -0.563
C 4.337 -2.058 3.626 -0.770
C 3.529 -1.165 -0.620 -0.196
C 3.004 -1.392 -1.903 -0.445
C 3.623 -0.912 -3.045 -0.638
C 4.808 -0.201 -2.934 -0.830
C 5.379 -0.016 -1.684 -0.487
C 4.752 -0.501 -0.541 -0.345
Sb 1.413 1.506 -0.695 -0.390
C 0.370 2.644 -2.172 1.074
C -0.612 3.588 -1.890 -0.306
C -1.184 4.340 -2.909 -0.788
C -0.789 4.145 -4.225 -0.726
C 0.185 3.201 -4.519 -0.531
C 0.763 2.459 -3.498 -0.759
C 2.484 3.211 0.081 0.992
C 1.831 4.373 0.484 -0.298
C 2.540 5.417 1.060 -0.942
C 3.913 5.315 1.246 -0.561
C 4.579 4.173 0.829 -0.659
C 3.866 3.131 0.243 0.002
H -0.015 2.716 1.273 0.855
H -0.798 1.171 0.884 -0.490
H 0.404 1.224 3.139 0.541
H 1.917 1.460 2.306 0.145
H 0.062 -0.903 1.755 -1.136
H 1.166 -0.953 3.124 0.711
H 4.018 0.851 1.920 0.493
H 5.360 1.655 3.799 0.502
H 6.066 0.093 5.590 0.388
H 5.412 -2.287 5.470 0.401
H 4.056 -3.105 3.586 0.374
H 2.100 -1.965 -2.054 0.783
H 3.181 -1.105 -4.014 0.582
H 5.294 0.188 -3.820 0.390
H 6.322 0.509 -1.595 0.440
H 5.228 -0.354 0.417 0.636
H -0.944 3.742 -0.868 0.534
H -1.937 5.084 -2.676 0.472
H -1.239 4.727 -5.019 0.386
H 0.493 3.038 -5.544 0.455
H 1.520 1.721 -3.741 0.219
H 0.764 4.485 0.335 0.183
H 2.018 6.316 1.365 0.427
H 4.461 6.128 1.706 0.386
H 5.651 4.092 0.956 0.459
H 4.400 2.250 -0.098 0.113
N -1.418 -1.030 -0.185 0.631
P -2.809 -1.009 0.539 -0.154
C -3.993 -2.310 0.128 0.912
C -4.415 -2.365 -1.202 -0.423
C -5.289 -3.356 -1.613 -0.615
C -5.759 -4.292 -0.699 -0.567
C -5.358 -4.230 0.626 -0.703
C -4.475 -3.242 1.043 -0.482
C -2.555 -1.105 2.329 0.503
C -1.941 -2.261 2.822 -0.182
C -1.594 -2.356 4.158 -0.867
C -1.832 -1.286 5.014 -0.650
C -2.416 -0.127 4.528 -0.688
C -2.778 -0.035 3.188 -0.946
C -3.761 0.483 0.201 0.427
C -3.293 1.404 -0.728 0.023
C -4.050 2.534 -1.016 -0.789
C -5.258 2.747 -0.370 -0.647
C -5.731 1.821 0.553 -0.815
C -4.989 0.688 0.831 -0.634
H -4.033 -1.652 -1.919 0.311
H -5.597 -3.402 -2.650 0.445
H -6.439 -5.070 -1.022 0.389
H -5.728 -4.953 1.342 0.435
H -4.173 -3.204 2.081 0.375
H -1.717 -3.080 2.147 0.454
H -1.126 -3.258 4.531 0.466
H -1.552 -1.355 6.057 0.400
H -2.589 0.713 5.189 0.432
H -3.226 0.877 2.813 0.377
H -2.356 1.220 -1.240 0.316
H -3.695 3.241 -1.751 0.540
H -5.841 3.631 -0.593 0.409
H -6.683 1.980 1.043 0.421
H -5.368 -0.051 1.530 0.452

B:
106
Properties=species:S:1:pos:R:3:mulliken_charge:R:1 method="wB97M-V/def2-TZVPD" gap_ev=7.14 spin_multiplicity=1 e_lumo_ha=-0.028
Ti -0.923 0.234 2.313 0.519
F -1.433 -2.365 4.356 -0.261
C -0.140 -2.594 4.164 0.625
F 0.008 -3.415 3.125 -0.179
F 0.354 -3.166 5.254 -0.231
S 0.845 -1.025 3.845 1.353
O 0.869 -0.883 2.350 -0.289
O 2.091 -1.323 4.455 -0.663
N -0.155 0.085 4.367 -0.686
S 0.447 1.794 4.178 0.707
O 0.406 1.673 2.583 -0.324
O 1.810 1.844 4.629 -0.449
C -2.771 2.019 3.850 -0.632
F -1.994 2.684 2.835 -0.105
F -2.809 0.602 2.979 -0.521
F -3.985 2.480 3.567 -0.079
C 2.326 1.643 -0.114 0.874
C 1.802 3.050 -0.424 -0.942
C 0.434 3.437 0.131 -1.191
Sb -1.042 1.890 -0.056 1.369
C -0.269 1.257 -1.944 1.592
C 0.173 -0.058 -2.056 0.560
C 0.791 -0.522 -3.208 -0.838
C 0.975 0.340 -4.279 -1.026
C 0.566 1.663 -4.175 -1.070
C -0.041 2.122 -3.012 -0.984
C -2.771 3.013 -0.527 1.105
C -2.931 3.663 -1.751 -0.591
C -4.126 4.299 -2.059 -0.805
C -5.170 4.305 -1.145 -0.519
C -5.015 3.670 0.078 -0.701
C -3.830 3.011 0.377 -0.509
Sb 3.613 1.263 1.571 1.142
C 5.248 2.524 1.011 0.415
C 6.389 2.093 0.332 -0.148
C 7.497 2.924 0.206 -0.680
C 7.482 4.197 0.757 -0.426
C 6.358 4.638 1.438 -0.643
C 5.256 3.804 1.573 -0.661
C 4.309 -0.576 0.709 0.050
C 4.633 -0.750 -0.640 -0.156
C 5.054 -1.982 -1.123 -0.788
C 5.161 -3.068 -0.262 -0.560
C 4.846 -2.914 1.080 -0.546
C 4.424 -1.677 1.557 -0.632
H 2.883 1.273 -0.972 0.366
H 1.520 0.925 0.057 -1.620
H 1.724 3.139 -1.509 0.144
H 2.539 3.803 -0.123 0.659
H 0.033 4.268 -0.455 0.874
H 0.452 3.736 1.177 0.525
H 0.052 -0.738 -1.223 -0.218
H 1.130 -1.550 -3.259 0.466
H 1.454 -0.010 -5.186 0.402
H 0.732 2.347 -4.998 0.418
H -0.298 3.170 -2.946 0.480
H -2.137 3.680 -2.480 0.055
H -4.237 4.795 -3.016 0.456
H -6.102 4.799 -1.389 0.381
H -5.817 3.681 0.806 0.457
H -3.744 2.502 1.322 0.198
H 6.427 1.101 -0.100 0.333
H 8.379 2.570 -0.315 0.383
H 8.349 4.840 0.665 0.369
H 6.346 5.626 1.883 0.378
H 4.398 4.151 2.139 0.382
H 4.572 0.084 -1.329 0.521
H 5.302 -2.096 -2.172 0.403
H 5.497 -4.027 -0.635 0.389
H 4.930 -3.755 1.758 0.414
H 4.177 -1.570 2.609 0.351
N -1.646 -1.127 1.381 1.030
P -2.205 -1.987 0.156 0.602
C -3.455 -3.158 0.706 0.866
C -3.516 -3.518 2.049 -0.493
C -4.405 -4.501 2.462 -0.729
C -5.228 -5.125 1.537 -0.539
C -5.188 -4.749 0.200 -0.768
C -4.307 -3.764 -0.217 -0.612
C -3.055 -0.988 -1.073 0.728
C -2.716 -0.932 -2.420 -0.293
C -3.442 -0.121 -3.284 -0.682
C -4.512 0.621 -2.808 -0.736
C -4.859 0.567 -1.463 -0.754
C -4.129 -0.226 -0.595 -0.643
C -0.927 -2.966 -0.654 1.014
C 0.369 -2.908 -0.143 -0.103
C 1.394 -3.619 -0.754 -0.696
C 1.126 -4.397 -1.869 -0.730
C -0.168 -4.476 -2.371 -0.839
C -1.194 -3.767 -1.766 -0.758
H -2.881 -3.017 2.764 0.181
H -4.452 -4.777 3.507 0.467
H -5.911 -5.901 1.857 0.387
H -5.850 -5.216 -0.517 0.423
H -4.309 -3.449 -1.254 0.284
H -1.881 -1.502 -2.803 0.295
H -3.160 -0.066 -4.327 0.459
H -5.076 1.252 -3.483 0.401
H -5.688 1.152 -1.090 0.551
H -4.386 -0.254 0.458 0.455
H 0.579 -2.293 0.722 0.140
H 2.400 -3.554 -0.358 0.451
H 1.926 -4.947 -2.350 0.429
H -0.380 -5.089 -3.238 0.414
H -2.197 -3.846 -2.166 0.360

Most stable: B (next structure +28.1 kcal/mol)

A:
17
Properties=species:S:1:pos:R:3:mulliken_charge:R:1 method="wB97M-V/def2-TZVPD" gap_ev="5.07 / 5.40" spin_multiplicity=3 e_lumo_ha="-0.161 / -0.323" total_charge=+1
C -1.264 2.241 -0.336 -0.811
C -1.605 1.194 0.158 0.217
C 0.995 0.451 0.176 -0.277
C 0.096 -0.366 0.670 -0.040
C 2.478 0.234 0.188 -1.294
C -1.918 -1.143 -0.368 -0.770
N -1.373 -0.133 0.487 0.278
H -1.679 3.189 -0.581 0.332
H 0.801 1.401 -0.288 0.273
H 0.343 -1.258 1.123 0.559
H 2.911 -0.166 1.081 0.394
H 3.132 1.016 0.139 0.425
H 2.667 -0.552 -0.578 0.319
H -2.469 -1.977 0.060 0.350
H -2.748 -0.611 -1.031 0.352
H -1.161 -1.537 -1.061 0.323
H -1.844 -0.234 1.401 0.369

B:
17
Properties=species:S:1:pos:R:3:mulliken_charge:R:1 method="wB97M-V/def2-TZVPD" gap_ev="7.60 / 9.06" spin_multiplicity=3 e_lumo_ha="-0.102 / -0.263" total_charge=+1
C -0.898 2.122 -0.741 -0.693
C -1.984 1.448 -0.303 -0.836
C 0.348 0.784 1.193 -0.389
C -0.642 1.097 0.185 0.788
C -0.488 -1.491 0.531 -0.773
C 1.226 -0.196 -0.828 -0.849
N 0.138 -0.171 0.105 0.275
H -0.392 2.851 -1.327 0.480
H -3.005 1.398 -0.465 0.445
H 1.236 1.392 1.181 0.306
H 0.157 0.264 2.130 0.285
H 0.169 -1.883 1.401 0.319
H -1.521 -1.287 0.906 0.337
H -0.513 -2.044 -0.445 0.314
H 1.087 -0.903 -1.715 0.321
H 1.388 0.848 -1.176 0.339
H 2.241 -0.550 -0.391 0.332

C:
17
Properties=species:S:1:pos:R:3:mulliken_charge:R:1 method="wB97M-V/def2-TZVPD" gap_ev="5.24 / 7.52" spin_multiplicity=3 e_lumo_ha="-0.162 / -0.304" total_charge=+1
C 0.194 -0.219 0.139 0.773
C 0.438 0.711 -1.029 -1.405
C 3.391 0.070 -0.570 -0.232
C 1.500 -0.658 0.779 -0.491
C -1.007 -0.779 0.342 -0.278
C -2.263 -0.055 0.016 -1.004
N 2.713 -0.410 0.217 -0.155
H 1.054 1.540 -0.704 0.367
H 0.901 0.074 -1.768 0.384
H 4.235 0.668 -0.965 0.326
H -0.489 1.096 -1.350 0.520
H 1.257 -0.133 1.746 0.321
H 1.485 -1.783 0.957 0.401
H -1.031 -1.374 1.197 0.426
H -2.360 0.758 0.715 0.381
H -3.104 -0.771 0.091 0.340
H -2.045 0.449 -0.918 0.326

Most stable: C (next structure +31.4 kcal/mol)